Record 1
{
  "formula": "C36H54IN3O2RuSSi2Te",
  "method": "ωB97M-V/def2-TZVPD",
  "symbols": ["Ru", "C", "Si", "C", "C", "C", "C", "C", "C", "N", "C", "S", "H", "H", "H", "H", "H", "H", "H", "H", "H", "H", "H", "H", "C", "N", "C", "C", "N", "H", "H", "H", "H", "H", "H", "C", "Si", "C", "C", "C", "C", "C", "C", "C", "C", "H", "H", "H", "H", "H", "H", "H", "H", "H", "H", "H", "H", "H", "H", "H", "H", "H", "H", "H", "H", "H", "I", "C", "C", "C", "C", "C", "C", "C", "O", "O", "H", "H", "H", "H", "C", "C", "C", "C", "C", "C", "Te", "C", "C", "C", "H", "H", "H", "H", "H", "H", "H", "H", "H", "H", "H"],
  "positions_angstrom": [[0.286, 0.119, -0.753], [4.068, -5.090, -3.211], [3.204, -4.171, -1.768], [3.970, -4.731, -0.098], [1.363, -4.618, -1.781], [3.684, -2.338, -1.820], [4.999, -1.955, -1.621], [5.315, -0.631, -1.335], [4.265, 0.236, -1.101], [3.001, -0.074, -1.337], [2.725, -1.300, -1.817], [1.172, -1.477, -2.516], [3.900, -6.162, -3.143], [5.140, -4.920, -3.214], [3.675, -4.751, -4.165], [3.876, -5.799, 0.075], [3.474, -4.220, 0.723], [5.025, -4.482, -0.046], [1.196, -5.630, -1.417], [0.953, -4.546, -2.785], [0.785, -3.940, -1.159], [5.788, -2.693, -1.691], [6.338, -0.294, -1.238], [4.462, 1.233, -0.731], [-4.367, 0.692, -2.112], [-4.156, 0.889, -0.695], [-5.150, 1.637, 0.041], [-2.938, 0.842, -0.221], [-1.881, 0.796, 0.251], [-5.246, 0.061, -2.260], [-3.484, 0.194, -2.511], [-4.510, 1.645, -2.632], [-6.127, 1.165, -0.085], [-5.220, 2.676, -0.308], [-4.894, 1.647, 1.100], [2.081, 2.918, -2.525], [0.601, 2.531, -1.319], [1.272, 3.245, 0.427], [1.459, 4.759, 0.453], [0.319, 2.828, 1.543], [2.621, 2.590, 0.718], [-0.824, 3.696, -2.095], [-1.467, 2.868, -3.204], [-0.282, 4.994, -2.687], [-1.916, 4.060, -1.094], [2.486, 3.918, -2.382], [1.782, 2.827, -3.565], [2.882, 2.205, -2.360], [0.508, 5.267, 0.321], [2.138, 5.081, -0.334], [1.876, 5.061, 1.417], [-0.676, 3.237, 1.395], [0.690, 3.165, 2.511], [0.239, 1.737, 1.561], [3.374, 2.932, 0.013], [2.529, 1.504, 0.630], [2.962, 2.824, 1.730], [-0.750, 2.667, -3.995], [-2.326, 3.383, -3.646], [-1.799, 1.910, -2.806], [0.471, 4.799, -3.443], [0.162, 5.602, -1.907], [-1.084, 5.574, -3.151], [-2.334, 3.166, -0.639], [-2.724, 4.603, -1.593], [-1.534, 4.701, -0.305], [-7.376, -5.254, -1.621], [-5.518, -4.228, -1.540], [-5.231, -3.274, -2.497], [-4.014, -2.617, -2.442], [-3.111, -2.879, -1.421], [-3.417, -3.856, -0.481], [-4.618, -4.537, -0.537], [-1.795, -2.127, -1.274], [-0.944, -2.677, -0.558], [-1.695, -1.023, -1.858], [-5.941, -3.058, -3.283], [-3.749, -1.907, -3.210], [-2.679, -4.076, 0.279], [-4.842, -5.309, 0.183], [0.157, 1.058, 7.322], [0.274, 0.441, 5.956], [-0.853, 0.244, 5.178], [-0.777, -0.313, 3.912], [-2.053, -0.565, 3.171], [0.467, -0.662, 3.374], [0.599, -1.450, 1.351], [1.599, -0.545, 4.183], [2.942, -1.015, 3.716], [1.491, 0.013, 5.450], [-0.781, 1.607, 7.414], [0.983, 1.741, 7.521], [0.170, 0.277, 8.086], [-1.821, 0.525, 5.575], [-2.912, -0.195, 3.730], [-2.179, -1.637, 3.017], [-2.030, -0.087, 2.194], [3.347, -0.336, 2.968], [2.859, -1.999, 3.259], [3.640, -1.066, 4.548], [2.382, 0.115, 6.057]],
  "spin_multiplicity": 2,
  "total_charge": -1,
  "orbital_gap_ev": [5.7, 5.8],
  "homo_energy_ev": [-3.8, -3.9],
  "lumo_energy_ev": [1.896, 1.973],
  "s_squared": 1.219,
  "de_lowest_kcal_mol": 88.4,
  "fmax_ev_per_a": 2.84
}

Record 2
{
  "formula": "C36H54N8O13",
  "method": "ωB97M-V/def2-TZVPD",
  "symbols": ["C", "C", "C", "C", "C", "C", "N", "O", "C", "C", "C", "H", "H", "H", "H", "H", "H", "H", "H", "H", "H", "H", "H", "H", "H", "H", "H", "H", "H", "N", "O", "O", "O", "C", "C", "C", "C", "C", "C", "N", "O", "O", "H", "H", "H", "H", "H", "C", "C", "C", "C", "C", "C", "N", "O", "O", "H", "H", "H", "H", "H", "C", "C", "C", "C", "C", "C", "N", "O", "O", "H", "H", "H", "H", "H", "C", "O", "N", "C", "C", "H", "H", "H", "H", "H", "H", "H", "C", "O", "N", "C", "C", "H", "H", "H", "H", "H", "H", "H", "C", "O", "N", "C", "C", "H", "H", "H", "H", "H", "H", "H"],
  "positions_angstrom": [[-49.795, -5.288, 11.689], [-49.945, -5.716, 10.253], [-48.889, -6.792, 9.829], [-49.285, -7.520, 8.463], [-50.595, -8.307, 8.534], [-51.673, -7.259, 8.967], [-51.274, -6.268, 9.970], [-52.276, -5.908, 10.616], [-52.852, -8.233, 9.394], [-52.178, -6.419, 7.681], [-49.869, -4.496, 9.380], [-50.188, -6.101, 12.509], [-50.240, -4.280, 11.980], [-48.585, -5.119, 11.808], [-48.599, -7.401, 10.567], [-47.979, -6.318, 9.701], [-48.588, -8.288, 7.868], [-49.205, -6.822, 7.617], [-50.603, -8.942, 9.361], [-50.809, -8.870, 7.721], [-52.687, -8.971, 10.282], [-53.032, -8.765, 8.463], [-53.663, -7.793, 9.560], [-51.191, -5.880, 7.200], [-52.892, -5.861, 8.009], [-52.284, -7.030, 6.918], [-49.927, -4.667, 8.249], [-48.920, -3.984, 9.453], [-50.877, -4.086, 9.405], [-50.806, -2.392, 6.887], [-49.802, -1.893, 7.396], [-51.898, -2.344, 7.573], [-50.792, -2.992, 5.751], [-54.512, -7.040, 3.405], [-53.413, -6.136, 4.231], [-52.040, -5.837, 3.576], [-51.806, -6.368, 2.040], [-53.143, -7.004, 1.288], [-54.352, -7.320, 2.066], [-50.508, -6.317, 1.345], [-49.552, -5.688, 1.994], [-50.341, -6.831, 0.238], [-55.342, -7.381, 4.048], [-53.790, -5.828, 5.302], [-51.205, -5.557, 4.265], [-52.893, -7.225, 0.336], [-55.485, -7.744, 1.465], [-47.776, -4.327, 6.325], [-48.013, -4.569, 4.858], [-46.893, -5.497, 4.155], [-46.005, -6.306, 4.993], [-45.928, -6.071, 6.524], [-46.758, -4.928, 7.068], [-45.119, -7.229, 4.498], [-44.211, -7.683, 5.181], [-44.999, -7.392, 3.311], [-48.255, -3.595, 6.816], [-48.825, -4.247, 4.138], [-47.112, -5.609, 3.025], [-45.172, -6.633, 7.043], [-46.589, -4.578, 8.023], [-50.614, 1.532, 6.466], [-51.542, 0.548, 5.581], [-51.569, 0.965, 4.020], [-51.071, 2.367, 3.450], [-50.126, 3.140, 4.467], [-50.033, 2.692, 5.954], [-50.985, 2.841, 2.022], [-50.721, 3.969, 1.705], [-51.278, 1.912, 1.181], [-50.444, 1.402, 7.598], [-51.796, -0.283, 5.875], [-52.078, 0.219, 3.155], [-49.550, 4.000, 4.148], [-49.284, 3.304, 6.718], [-50.847, -1.409, 10.891], [-51.689, -1.909, 11.624], [-49.514, -1.272, 11.232], [-48.604, -0.682, 10.275], [-48.998, -1.605, 12.537], [-51.106, -1.241, 9.884], [-48.381, -1.266, 9.532], [-47.793, -0.072, 10.722], [-49.229, 0.039, 9.713], [-49.674, -2.122, 13.271], [-48.665, -0.535, 12.803], [-48.164, -2.344, 12.263], [-49.438, -2.208, 2.474], [-49.754, -2.930, 1.403], [-48.228, -1.854, 2.807], [-47.998, -0.966, 3.943], [-47.019, -2.430, 2.312], [-50.291, -1.763, 3.130], [-48.230, -0.029, 3.884], [-47.043, -1.189, 4.584], [-48.982, -1.127, 4.714], [-47.182, -3.306, 1.629], [-46.460, -3.011, 2.985], [-46.282, -1.764, 1.704], [-51.953, 2.241, 9.794], [-51.281, 3.315, 9.942], [-52.844, 2.039, 8.886], [-53.578, 0.794, 8.732], [-53.177, 3.140, 8.038], [-51.704, 1.569, 10.599], [-54.593, 1.017, 8.314], [-53.562, 0.261, 9.595], [-53.253, 0.026, 8.073], [-54.070, 3.008, 7.488], [-52.184, 3.449, 7.517], [-53.265, 3.999, 8.668]],
  "orbital_gap_ev": 4.6,
  "homo_energy_ev": -8.7,
  "lumo_energy_ev": -4.087,
  "de_lowest_kcal_mol": 140.3,
  "fmax_ev_per_a": 17.14
}

Record 3
{
  "formula": "C36H54O27",
  "method": "ωB97M-V/def2-TZVPD",
  "symbols": ["C", "C", "C", "O", "C", "O", "O", "H", "H", "H", "H", "H", "H", "C", "C", "C", "O", "C", "O", "O", "H", "H", "H", "H", "H", "H", "C", "C", "C", "O", "C", "O", "O", "H", "H", "H", "H", "H", "H", "C", "C", "C", "O", "C", "O", "O", "H", "H", "H", "H", "H", "H", "C", "C", "C", "O", "C", "O", "O", "H", "H", "H", "H", "H", "H", "C", "C", "C", "O", "C", "O", "O", "H", "H", "H", "H", "H", "H", "C", "C", "C", "O", "C", "O", "O", "H", "H", "H", "H", "H", "H", "C", "C", "C", "O", "C", "O", "O", "H", "H", "H", "H", "H", "H", "C", "C", "C", "O", "C", "O", "O", "H", "H", "H", "H", "H", "H"],
  "positions_angstrom": [[-8.287, -4.675, 3.553], [-9.733, -4.106, 3.483], [-9.902, -2.943, 2.471], [-10.971, -3.387, 1.672], [-11.331, -4.643, 2.003], [-12.084, -5.317, 1.371], [-10.661, -5.045, 3.107], [-7.624, -3.859, 3.839], [-7.972, -5.034, 2.573], [-8.268, -5.627, 4.084], [-9.927, -3.799, 4.511], [-8.980, -2.831, 1.901], [-10.075, -1.992, 2.975], [0.839, 0.254, 0.353], [0.042, -0.808, 1.072], [-0.860, -0.309, 2.140], [-2.100, -0.579, 1.668], [-2.111, -1.355, 0.620], [-3.151, -1.846, 0.114], [-0.838, -1.527, 0.210], [0.244, 1.065, -0.067], [1.260, -0.117, -0.581], [1.749, 0.537, 0.882], [0.713, -1.535, 1.529], [-0.740, 0.771, 2.222], [-0.544, -0.748, 3.087], [-9.903, -2.957, -5.046], [-11.367, -3.147, -5.444], [-11.696, -2.518, -6.761], [-11.767, -3.590, -7.637], [-11.667, -4.759, -6.974], [-11.672, -5.915, -7.504], [-11.589, -4.562, -5.626], [-9.686, -1.916, -5.286], [-9.245, -3.600, -5.630], [-9.765, -3.083, -3.972], [-12.027, -2.654, -4.730], [-10.926, -1.789, -7.014], [-12.696, -2.086, -6.783], [2.126, 2.554, 8.237], [3.051, 3.501, 7.477], [4.407, 3.825, 8.142], [5.304, 3.757, 7.008], [4.681, 3.111, 6.008], [5.263, 2.923, 4.936], [3.420, 2.833, 6.330], [1.716, 3.059, 9.111], [2.653, 1.654, 8.554], [1.361, 2.178, 7.557], [2.502, 4.399, 7.193], [4.480, 3.007, 8.859], [4.471, 4.808, 8.611], [5.377, -5.276, 5.407], [6.261, -4.574, 6.390], [6.026, -3.040, 6.479], [5.929, -2.787, 7.843], [5.858, -4.007, 8.551], [5.774, -4.072, 9.748], [5.950, -5.062, 7.662], [4.377, -5.116, 5.810], [5.709, -6.314, 5.394], [5.477, -4.930, 4.378], [7.329, -4.659, 6.191], [5.224, -2.765, 5.795], [6.918, -2.605, 6.028], [0.281, 4.359, -5.948], [0.493, 4.906, -7.407], [1.877, 5.561, -7.566], [2.521, 4.814, -8.599], [1.857, 3.718, -8.900], [2.226, 2.845, -9.729], [0.708, 3.727, -8.230], [-0.609, 3.730, -5.963], [-0.019, 5.161, -5.273], [1.152, 3.768, -5.664], [-0.299, 5.516, -7.841], [2.389, 5.478, -6.607], [1.558, 6.575, -7.810], [8.578, 2.998, -8.516], [8.763, 3.528, -7.182], [8.269, 4.945, -7.012], [7.750, 4.917, -5.754], [7.488, 3.629, -5.400], [6.963, 3.263, -4.359], [7.849, 2.794, -6.385], [8.978, 1.985, -8.547], [9.133, 3.617, -9.221], [7.544, 3.031, -8.860], [9.794, 3.387, -6.859], [7.503, 5.329, -7.685], [9.132, 5.610, -7.043], [3.202, 8.262, -0.986], [2.600, 8.972, 0.285], [3.007, 8.320, 1.526], [3.479, 9.378, 2.283], [3.441, 10.578, 1.710], [3.652, 11.678, 2.255], [2.959, 10.400, 0.477], [2.928, 7.209, -0.920], [4.287, 8.325, -1.063], [2.899, 8.584, -1.983], [1.516, 8.892, 0.367], [3.739, 7.522, 1.402], [2.152, 7.824, 1.985], [0.547, -8.983, 0.892], [-0.607, -8.107, 1.382], [-1.671, -8.933, 2.140], [-1.778, -8.331, 3.412], [-1.000, -7.257, 3.517], [-1.007, -6.381, 4.454], [-0.200, -7.225, 2.391], [1.512, -8.528, 0.669], [0.239, -9.623, 0.064], [0.850, -9.691, 1.664], [-0.979, -7.578, 0.505], [-1.343, -9.969, 2.230], [-2.628, -8.898, 1.619]],
  "orbital_gap_ev": 10.5,
  "homo_energy_ev": -10.6,
  "lumo_energy_ev": -0.083,
  "de_lowest_kcal_mol": 134.8,
  "smiles": "C[C@H]1COC(=O)O1.C[C@H]1COC(=O)O1.C[C@H]1COC(=O)O1.C[C@H]1COC(=O)O1.C[C@H]1COC(=O)O1.C[C@H]1COC(=O)O1.C[C@H]1COC(=O)O1.C[C@H]1COC(=O)O1.C[C@H]1COC(=O)O1",
  "fmax_ev_per_a": 6.55
}

Record 4
{
  "formula": "C36H54O36",
  "method": "ωB97M-V/def2-TZVPD",
  "symbols": ["C", "O", "C", "O", "O", "C", "H", "H", "H", "H", "H", "H", "C", "O", "C", "O", "O", "C", "H", "H", "H", "H", "H", "H", "C", "O", "C", "O", "O", "C", "H", "H", "H", "H", "H", "H", "O", "C", "O", "C", "C", "O", "H", "H", "H", "H", "O", "C", "O", "C", "C", "O", "H", "H", "H", "H", "O", "C", "O", "C", "C", "O", "H", "H", "H", "H", "O", "C", "O", "C", "C", "O", "H", "H", "H", "H", "O", "C", "O", "C", "C", "O", "H", "H", "H", "H", "O", "C", "O", "C", "C", "O", "H", "H", "H", "H", "O", "C", "O", "C", "C", "O", "H", "H", "H", "H", "O", "C", "O", "C", "C", "O", "H", "H", "H", "H", "O", "C", "O", "C", "C", "O", "H", "H", "H", "H"],
  "positions_angstrom": [[2.675, -2.078, 3.847], [3.541, -2.385, 5.017], [4.724, -1.827, 5.014], [5.160, -1.145, 4.132], [5.329, -2.100, 6.177], [6.575, -1.503, 6.389], [2.382, -1.017, 3.892], [1.773, -2.673, 3.894], [3.179, -2.319, 2.911], [7.362, -2.192, 6.058], [6.722, -1.338, 7.447], [6.696, -0.593, 5.812], [-1.609, 0.284, -3.978], [-2.896, -0.187, -4.317], [-3.638, 0.606, -5.109], [-3.375, 1.792, -5.455], [-4.746, -0.105, -5.461], [-5.623, 0.546, -6.414], [-1.183, -0.450, -3.300], [-1.688, 1.229, -3.446], [-1.012, 0.381, -4.877], [-5.101, 0.708, -7.367], [-6.011, 1.484, -6.025], [-6.434, -0.138, -6.651], [3.567, 6.445, 2.176], [2.392, 6.876, 1.551], [1.370, 6.161, 1.660], [0.356, 6.486, 1.226], [1.649, 5.140, 2.395], [0.719, 4.083, 2.455], [4.413, 6.910, 1.694], [3.665, 5.359, 2.113], [3.553, 6.678, 3.243], [0.840, 3.446, 1.588], [-0.311, 4.414, 2.565], [0.880, 3.405, 3.294], [2.945, 2.846, 0.501], [3.747, 2.508, 1.357], [3.501, 2.541, 2.701], [4.661, 2.208, 3.428], [5.626, 1.678, 2.330], [4.934, 1.915, 1.098], [5.054, 3.043, 4.006], [4.434, 1.421, 4.148], [5.793, 0.610, 2.464], [6.587, 2.191, 2.389], [1.975, -1.126, -2.165], [2.551, -0.381, -2.844], [3.869, -0.482, -3.126], [4.292, 0.672, -3.950], [2.947, 1.255, -4.416], [2.018, 0.723, -3.401], [4.906, 1.330, -3.336], [4.873, 0.313, -4.801], [2.642, 0.938, -5.410], [3.003, 2.335, -4.365], [-0.489, -4.608, 0.277], [-0.223, -5.655, 0.244], [-0.297, -6.556, 1.191], [0.429, -7.723, 0.813], [0.476, -7.584, -0.689], [0.233, -6.189, -0.920], [1.413, -7.821, 1.288], [-0.066, -8.651, 1.111], [-0.246, -8.258, -1.161], [1.448, -7.873, -1.099], [-2.540, -5.757, -1.276], [-3.042, -4.773, -1.619], [-4.120, -4.216, -1.030], [-4.604, -3.132, -1.800], [-3.526, -2.937, -2.896], [-2.630, -4.043, -2.679], [-5.547, -3.341, -2.301], [-4.684, -2.307, -1.115], [-2.982, -2.015, -2.805], [-3.931, -3.066, -3.893], [-3.369, -0.338, -1.089], [-2.288, -0.355, -0.655], [-1.517, 0.728, -0.455], [-0.127, 0.268, -0.417], [-0.298, -1.154, 0.114], [-1.632, -1.480, -0.368], [0.324, 0.287, -1.414], [0.478, 0.932, 0.201], [-0.307, -1.207, 1.200], [0.364, -1.857, -0.375], [4.154, -7.051, 0.155], [3.762, -6.111, -0.413], [3.258, -5.003, 0.232], [2.872, -4.038, -0.731], [3.556, -4.533, -2.011], [3.744, -5.934, -1.748], [1.796, -3.959, -0.860], [3.275, -3.055, -0.492], [4.548, -4.124, -2.215], [2.974, -4.423, -2.920], [-6.057, 0.057, 4.739], [-5.989, 0.058, 3.574], [-4.828, 0.175, 2.890], [-5.041, -0.067, 1.495], [-6.580, -0.065, 1.372], [-7.046, 0.023, 2.727], [-4.666, 0.695, 0.814], [-4.600, -1.019, 1.199], [-6.958, -0.925, 0.801], [-6.959, 0.764, 0.756], [-2.670, 2.983, 0.987], [-3.576, 3.269, 1.573], [-4.842, 3.273, 1.110], [-5.693, 3.993, 1.960], [-4.833, 4.132, 3.255], [-3.542, 3.790, 2.836], [-5.981, 4.964, 1.555], [-6.618, 3.435, 2.093], [-5.210, 3.531, 4.089], [-4.927, 5.151, 3.644], [0.842, 3.358, -4.349], [0.380, 3.811, -3.335], [0.628, 5.094, -2.898], [0.230, 5.232, -1.498], [-0.680, 3.991, -1.281], [-0.414, 3.162, -2.460], [1.096, 5.236, -0.848], [-0.310, 6.164, -1.396], [-1.699, 4.316, -1.101], [-0.354, 3.411, -0.443]],
  "orbital_gap_ev": 10.5,
  "homo_energy_ev": -10.4,
  "lumo_energy_ev": 0.143,
  "de_lowest_kcal_mol": 42.5,
  "smiles": "COC(=O)OC.COC(=O)OC.COC(=O)OC.O=C1OCCO1.O=C1OCCO1.O=C1OCCO1.O=C1OCCO1.O=C1OCCO1.O=C1OCCO1.O=C1OCCO1.O=C1OCCO1.O=C1OCCO1",
  "fmax_ev_per_a": 14.71
}